The following is a quantum chemistry calculation of the ion C4H8NO2 with charge -1, from OMol25.

Geometry as XYZ:
```
15
Properties=species:S:1:pos:R:3:forces:R:3:mulliken_charge:R:1
N 0.1896 -1.4661 1.4756 -0.70 -0.10 1.00 -0.739
C 0.0164 -0.6120 0.3039 1.48 -0.23 0.26 0.398
C -1.3964 -0.4747 -0.2155 -0.08 -1.08 0.05 -0.243
O -2.3678 -0.3942 0.5104 0.20 0.16 -0.25 -0.553
C 0.6746 0.7476 0.3432 -0.54 2.11 -0.49 -0.810
C 0.6128 1.2650 -1.1734 0.69 -1.03 0.36 -0.467
O 1.1742 0.4078 -2.0439 0.31 0.43 0.10 -0.863
H -0.5178 -1.3135 2.1987 0.19 0.33 -0.27 0.249
H 0.0537 -2.4364 1.2135 0.08 0.01 -0.16 0.244
H 0.6790 -1.0960 -0.4263 -0.63 0.08 -0.57 0.307
H -1.4973 -0.6307 -1.3119 -0.11 0.42 0.17 0.392
H 0.1609 1.5636 0.9009 -0.36 -0.73 0.13 0.213
H 1.6917 0.8047 0.7365 0.13 -0.75 -0.23 0.370
H 0.9994 2.3306 -1.1288 -0.11 -0.40 -0.24 0.278
H -0.4730 1.3043 -1.3828 -0.57 0.77 0.15 0.223
```
Positions in Å, forces in eV/Å.

Properties
LUMO	3.9	eV
Kohn-Sham gap	6.541	eV
E_HOMO	-0.097	Ha
molar mass	102.1	Da
net charge	-1
spin multiplicity	1